w) C3H4N2O | ωB97M-V with the def2-TZVPD basis set

Its charge is 0. The value obtained for the gap between HOMO and LUMO is 10.66 eV. The spin multiplicity is 1. Its LUMO energy is 0.52 eV. As for the SMILES: Cc1cnon1.

Bonds (Å) are listed after each position.
Cartesian coordinates (Å):
1 C 1.285 -0.720 0.098  C2 1.375, H7 1.153, H8 1.132, H9 1.139
2 C 0.084 -0.055 0.025  C1 1.375, C3 1.437, N6 1.372
3 C -0.914 0.542 -0.819  C2 1.437, N4 1.361, H10 1.055
4 N -1.845 1.189 -0.066  C3 1.361, O5 1.420
5 O -1.423 1.090 1.286  N4 1.420, N6 1.326
6 N -0.404 0.241 1.273  C2 1.372, O5 1.326
7 H 1.993 -0.103 0.766  C1 1.153
8 H 1.659 -0.725 -0.970  C1 1.132
9 H 0.811 -1.751 0.196  C1 1.139
10 H -1.247 0.293 -1.788  C3 1.055

***

x) C3H4N2O | ωB97M-V with the def2-TZVPD basis set

Its charge is 0. The value obtained for the gap between HOMO and LUMO is 11.25 eV. The spin multiplicity is 1. Its LUMO energy is 0.61 eV.

Bonds (Å) are listed after each position.
Cartesian coordinates (Å):
1 O -1.626 1.425 0.176  C2 1.211
2 C -1.579 0.247 -0.099  O1 1.211, N3 1.368, H7 1.104
3 N -0.475 -0.538 0.092  C2 1.368, C4 1.432, H8 1.009
4 C 0.765 0.043 0.507  N3 1.432, N6 1.435, H9 1.094, H10 1.089
5 C 2.422 -0.058 -1.447  N6 1.177
6 N 1.650 0.232 -0.607  C4 1.435, C5 1.177
7 H -2.435 -0.319 -0.507  C2 1.104
8 H -0.470 -1.483 -0.262  N3 1.009
9 H 0.535 0.975 1.032  C4 1.094
10 H 1.302 -0.634 1.170  C4 1.089

***

y) C3H4N2O | ωB97M-V with the def2-TZVPD basis set

Its charge is 0. The value obtained for the gap between HOMO and LUMO is 10.50 eV. The spin multiplicity is 1. Its LUMO energy is 0.58 eV. As for the SMILES: NC1=N[C@@H]1C=O.

Bonds (Å) are listed after each position.
Cartesian coordinates (Å):
1 N -0.399 -0.196 1.728  C2 1.357, H7 1.006, H8 1.014
2 C 0.484 -0.122 0.700  N1 1.357, N3 1.253, C4 1.458
3 N 1.579 0.304 0.261  C2 1.253, C4 1.541
4 C 0.632 -0.413 -0.721  C2 1.458, N3 1.541, C5 1.483, H9 1.093
5 C -0.373 0.347 -1.502  C4 1.483, O6 1.216, H10 1.106
6 O -1.085 1.169 -0.959  C5 1.216
7 H -0.058 -0.103 2.670  N1 1.006
8 H -1.271 0.284 1.537  N1 1.014
9 H 1.031 -1.333 -1.156  C4 1.093
10 H -0.540 0.063 -2.558  C5 1.106

***

Pick x): it beats the second-best structure by 1.079 eV.